Entry 1:
{
  "formula": "C4H9N",
  "method": "ωB97M-V with the def2-TZVPD basis set",
  "gap_ev": 10.31,
  "spin_multiplicity": 1,
  "species": ["C", "C", "C", "C", "N", "H", "H", "H", "H", "H", "H", "H", "H", "H"],
  "xyz": [[-2.152, -0.221, -0.114], [-0.813, -0.328, 0.301], [0.436, 0.027, -0.354], [1.490, -0.972, -0.001], [0.847, 1.393, 0.030], [-2.998, -0.145, 0.673], [-2.533, -0.009, -1.122], [-0.663, -0.337, 1.363], [0.369, 0.203, -1.419], [1.887, -0.870, 1.004], [0.935, -2.037, 0.020], [2.420, -1.093, -0.637], [0.030, 2.007, -0.231], [0.861, 1.498, 1.144]]
}

Entry 2:
{
  "formula": "C4H9N",
  "method": "ωB97M-V with the def2-TZVPD basis set",
  "gap_ev": 6.51,
  "spin_multiplicity": 1,
  "species": ["C", "C", "C", "C", "N", "H", "H", "H", "H", "H", "H", "H", "H", "H"],
  "xyz": [[-0.890, 0.482, 1.063], [-0.337, -0.772, 0.697], [-1.003, -1.396, 1.767], [1.084, 1.324, -2.080], [0.609, -1.081, -0.129], [-1.918, 0.770, 0.858], [1.671, 0.413, -2.203], [-0.452, 1.045, 1.887], [-0.618, -2.400, 1.963], [-1.652, -1.055, 2.564], [0.679, 1.139, -1.083], [1.769, 2.169, -2.068], [0.367, 1.430, -2.887], [0.691, -2.066, -0.352]]
}

Entry 3:
{
  "formula": "C4H9N",
  "method": "ωB97M-V with the def2-TZVPD basis set",
  "gap_ev": 6.60,
  "spin_multiplicity": 1,
  "species": ["C", "C", "C", "N", "C", "H", "H", "H", "H", "H", "H", "H", "H", "H"],
  "xyz": [[-0.341, 0.811, 1.313], [-0.316, -0.172, 0.159], [1.037, -0.440, -0.294], [1.760, 0.680, -0.740], [-1.446, -0.794, -0.898], [0.293, 1.681, 1.189], [-0.232, 0.401, 2.309], [-1.312, 1.314, 1.298], [1.356, -1.452, -0.025], [2.765, 0.575, -0.555], [0.823, -0.213, -1.443], [-1.822, -1.662, -0.351], [-0.976, -0.767, -1.865], [-1.587, 0.038, -0.098]]
}

Entry 4:
{
  "formula": "C4H9N",
  "method": "ωB97M-V with the def2-TZVPD basis set",
  "gap_ev": 6.15,
  "spin_multiplicity": 1,
  "species": ["N", "C", "C", "C", "C", "H", "H", "H", "H", "H", "H", "H", "H", "H"],
  "xyz": [[-0.150, -0.541, 0.066], [0.150, 0.808, 0.270], [0.360, 1.448, -1.086], [0.639, 0.303, -1.921], [0.772, -0.896, -1.064], [-2.751, -2.271, 4.834], [-0.592, 1.361, 0.857], [1.127, 0.956, 0.794], [-3.013, -1.848, 5.394], [0.576, 2.492, -1.285], [-0.497, 0.765, -1.743], [1.185, 0.300, -2.858], [0.381, -1.806, -1.517], [1.814, -1.072, -0.741]]
}

Entry 5:
{
  "formula": "C4H9N",
  "method": "ωB97M-V with the def2-TZVPD basis set",
  "gap_ev": 10.42,
  "spin_multiplicity": 1,
  "species": ["C", "C", "C", "H", "H", "H", "H", "H", "H", "C", "N", "H", "H", "H"],
  "xyz": [[2.859, 3.343, -0.101], [1.858, 2.744, 0.538], [0.809, 3.578, 1.249], [3.228, 2.983, -1.081], [3.234, 4.303, 0.280], [1.528, 1.725, 0.454], [1.106, 4.620, 1.330], [-0.141, 3.615, 0.645], [0.497, 3.265, 2.249], [-2.082, -4.940, -0.774], [-3.306, -4.864, -1.114], [-1.567, -5.728, -1.318], [-1.512, -4.348, -0.036], [-3.891, -4.557, -0.340]]
}

Entry 6:
{
  "formula": "C4H9N",
  "method": "ωB97M-V with the def2-TZVPD basis set",
  "gap_ev": 9.55,
  "spin_multiplicity": 1,
  "species": ["C", "N", "C", "C", "H", "H", "H", "H", "H", "C", "H", "H", "H", "H"],
  "xyz": [[2.078, 0.014, -0.451], [0.735, -0.408, -0.043], [0.176, 0.456, 1.037], [0.623, -0.679, 1.414], [2.616, 0.520, 0.365], [2.651, -0.862, -0.772], [1.989, 0.701, -1.300], [-0.300, 1.418, 1.113], [0.838, -1.481, 2.098], [-2.287, 0.062, -0.687], [-3.128, 0.104, 0.009], [-1.857, 1.062, -0.806], [-2.620, -0.300, -1.661], [-1.512, -0.607, -0.317]]
}

Values for LUMO, eV, ordered as above
1.155, -1.288, -0.308, -0.453, 1.146, 1.164
Values for F_max, Eh/bohr, ordered as above
0.1029, 0.0571, 0.1089, 0.0562, 0.0364, 0.0051